Entry from OMol25: 11 unconnected molecules or ions with the total composition C41H123N23O16P6 in a non-equilibrium geometry (the ωB97M-V functional and the def2-TZVPD basis).

Calculated values
Electronic energy, Eh: -6147.0250
Frontier orbital gap, Ha: 0.290
Highest occupied orbital energy, hartree: -0.3022
Multiplicity: 1
SMILES: CN(C)P(=O)(N(C)C)N(C)C.CN(C)P(=O)(N(C)C)N(C)C.CN(C)P(=O)(N(C)C)N(C)C.CN(C)P(=O)(N(C)C)N(C)C.CN(C)P(=O)(N(C)C)N(C)C.CN(C)P(=O)(N(C)C)N(C)C.C[N+](=O)[O-].C[N+](=O)[O-].C[N+](=O)[O-].C[N+](=O)[O-].C[N+](=O)[O-]

Positions of all 209 atoms, in Å:
O: 5.7131 -2.6435 -3.2248
P: 4.7210 -2.9542 -4.2727
N: 3.7643 -4.2171 -3.6182
C: 4.0340 -4.6458 -2.2511
C: 2.6080 -4.6468 -4.3585
N: 5.2634 -3.4465 -5.7900
C: 6.0979 -2.5491 -6.5061
C: 5.3666 -4.8998 -6.1115
N: 3.7982 -1.6207 -4.6502
C: 3.5997 -0.5669 -3.6858
C: 3.1384 -1.4326 -5.9587
H: 4.2191 -5.7545 -2.1872
H: 3.1310 -4.4639 -1.5698
H: 4.8155 -4.0772 -1.8096
H: 2.5485 -3.9840 -5.2130
H: 1.7045 -4.4642 -3.7339
H: 2.6000 -5.6882 -4.7059
H: 5.6067 -2.0068 -7.3408
H: 6.4279 -1.7068 -5.8246
H: 6.9545 -3.0683 -6.8873
H: 4.6570 -5.2210 -6.8031
H: 6.3284 -5.1171 -6.5187
H: 5.4297 -5.4985 -5.2126
H: 2.5682 -0.4889 -3.3846
H: 4.1642 -0.6679 -2.7794
H: 3.9118 0.3816 -4.1441
H: 3.4913 -0.5623 -6.4266
H: 2.0561 -1.3612 -5.9333
H: 3.4487 -2.3358 -6.5394
O: -3.9784 1.0294 2.5898
P: -5.2557 0.4842 3.1392
N: -5.1229 0.1175 4.7329
C: -5.7833 -0.9869 5.4129
C: -3.9604 0.7026 5.3673
N: -5.7412 -0.8941 2.4144
C: -7.1547 -1.2269 2.1968
C: -4.7308 -1.8329 1.8496
N: -6.6230 1.4265 3.0662
C: -6.8194 2.3440 4.1426
C: -7.0852 2.0318 1.7627
H: -6.4737 -0.7296 6.2201
H: -4.9831 -1.7188 5.6898
H: -6.4100 -1.5474 4.6863
H: -2.9879 0.1851 5.1252
H: -4.1160 0.6339 6.4593
H: -3.8016 1.7553 5.2305
H: -7.3614 -1.5849 1.2018
H: -7.5635 -1.9248 2.8965
H: -7.7096 -0.3117 2.2563
H: -4.4588 -2.6909 2.4813
H: -5.1588 -2.1942 0.9155
H: -3.7413 -1.3856 1.7790
H: -6.0400 3.2022 4.0269
H: -7.7792 2.7792 3.9808
H: -6.6308 1.9001 5.1642
H: -6.7426 1.3313 0.9645
H: -6.6439 3.0493 1.6259
H: -8.1507 2.2696 1.8984
O: -1.3558 6.0815 1.2541
P: -2.7811 6.0917 1.5421
N: -3.1792 7.6576 1.6950
C: -4.5737 7.9046 2.0000
C: -2.1985 8.5014 2.3285
N: -3.1683 5.2086 2.8846
C: -2.1612 5.1333 3.9422
C: -4.4259 4.5084 3.1217
N: -3.8725 5.5500 0.4503
C: -4.2234 6.2851 -0.7332
C: -3.9330 4.0713 0.2258
H: -5.0218 7.2010 2.7701
H: -5.2064 7.7712 1.1468
H: -4.6758 8.8568 2.4375
H: -2.2596 8.4545 3.4203
H: -2.4593 9.5806 2.1305
H: -1.1365 8.3315 2.1099
H: -2.7311 5.0463 4.8994
H: -1.3898 4.3386 3.8896
H: -1.5867 6.0588 3.8801
H: -5.2775 5.0062 2.7000
H: -4.4576 3.4574 2.8236
H: -4.6394 4.5266 4.1939
H: -5.2920 6.1178 -1.0847
H: -4.1155 7.4223 -0.5151
H: -3.5810 5.9354 -1.5599
H: -3.5239 3.9021 -0.7088
H: -4.9940 3.7506 0.1924
H: -3.3786 3.4923 1.0037
O: -4.2832 -3.6368 -2.8965
P: -3.6153 -2.5975 -3.7329
N: -4.1766 -2.3421 -5.3276
C: -5.7015 -2.1217 -5.3335
C: -3.5743 -3.0988 -6.4629
N: -1.9979 -2.9508 -3.8965
C: -1.5676 -4.3220 -3.8033
C: -1.1051 -2.0404 -4.5517
N: -3.8557 -1.0348 -3.0582
C: -4.1919 -1.0866 -1.6154
C: -3.8591 0.2965 -3.6909
H: -5.9226 -1.0539 -5.1295
H: -6.1978 -2.8155 -4.6737
H: -6.0496 -2.3756 -6.3467
H: -2.4698 -3.0394 -6.3907
H: -3.7524 -2.4648 -7.3407
H: -3.8018 -4.1351 -6.5443
H: -0.7653 -4.4068 -3.0720
H: -2.4344 -4.9485 -3.4827
H: -1.2077 -4.7417 -4.7716
H: -0.9290 -2.3517 -5.6191
H: -1.5114 -1.0489 -4.4830
H: -0.1851 -1.9791 -3.9585
H: -4.3186 -0.0926 -1.2516
H: -5.1778 -1.6681 -1.4758
H: -3.3760 -1.4522 -0.9770
H: -3.4423 1.0389 -2.9552
H: -4.8745 0.6203 -3.9214
H: -3.3465 0.3003 -4.6006
O: 2.1075 1.3034 -1.1361
P: 1.4057 0.5002 -0.1141
N: 0.4282 -0.8258 -0.6336
C: -0.7097 -0.2906 -1.5106
C: 1.1224 -1.9820 -1.2323
N: 0.2112 1.4793 0.6051
C: -0.6082 1.0458 1.7376
C: -0.1921 2.7230 -0.0579
N: 2.3825 -0.1024 1.1076
C: 2.9706 1.0199 1.8602
C: 2.0670 -1.2473 1.9867
H: -0.3824 0.3170 -2.3491
H: -1.3721 0.3198 -0.9246
H: -1.2517 -1.2087 -1.8579
H: 1.3966 -1.7900 -2.2990
H: 0.3231 -2.8268 -1.2356
H: 1.9970 -2.3180 -0.6554
H: -0.8818 1.9908 2.2615
H: -1.5439 0.4371 1.4629
H: -0.0802 0.3548 2.3174
H: 0.2236 3.6093 0.4196
H: 0.2423 2.6726 -1.0265
H: -1.2764 2.8788 -0.0017
H: 3.1162 1.8003 1.1437
H: 2.4532 1.2787 2.8387
H: 3.9913 0.6653 2.1225
H: 1.4528 -1.0363 2.8627
H: 2.9459 -1.8401 2.3146
H: 1.4715 -1.9171 1.3910
O: 6.5306 -0.1505 2.7469
P: 6.9969 -1.3545 2.0373
N: 6.7207 -1.4528 0.3550
C: 5.4168 -1.3258 -0.1062
C: 7.6802 -0.8087 -0.4675
N: 6.2026 -2.7457 2.6006
C: 5.9231 -3.8881 1.7307
C: 5.8210 -2.8721 4.0401
N: 8.5683 -1.5166 2.1748
C: 9.2438 -2.7437 1.7215
C: 9.3486 -0.3313 2.4848
H: 4.6785 -1.4450 0.6576
H: 5.1515 -1.9350 -1.0045
H: 5.1891 -0.2666 -0.3299
H: 8.7023 -0.9634 -0.1899
H: 7.4921 0.2030 -0.5930
H: 7.6115 -1.1916 -1.5275
H: 4.8805 -4.1448 1.7768
H: 6.3225 -3.7365 0.7616
H: 6.3420 -4.8361 2.1073
H: 4.7644 -3.1906 4.0165
H: 6.3969 -3.7139 4.4771
H: 5.8458 -1.9066 4.5583
H: 9.5973 -2.7906 0.6673
H: 10.0682 -2.9732 2.3937
H: 8.5560 -3.5981 1.9413
H: 9.8746 -0.4547 3.4389
H: 8.7506 0.5755 2.5908
H: 10.0363 -0.2212 1.6703
C: -0.2923 7.2832 -1.5421
N: -0.3030 8.7260 -1.2392
O: 0.4549 9.1387 -0.3894
O: -1.1202 9.4414 -1.8875
H: -1.3003 6.9397 -1.8737
H: 0.0433 6.7560 -0.6942
H: 0.4274 7.2249 -2.3883
C: 0.1330 0.1530 5.5934
N: -0.7078 -0.6712 6.4667
O: -1.1210 -1.7762 6.0957
O: -0.9814 -0.2794 7.6203
H: -0.6149 0.7279 4.9991
H: 0.6539 -0.5136 4.9291
H: 0.7836 0.8188 6.1957
C: 0.6534 -6.4387 2.0091
N: 1.5253 -5.3630 2.5473
O: 1.1721 -4.7386 3.5310
O: 2.6033 -5.2476 2.0055
H: -0.3029 -6.4670 2.4642
H: 1.1539 -7.3728 2.2395
H: 0.5495 -6.1881 0.9887
C: 3.2678 3.9548 -2.2236
N: 2.5298 4.5606 -3.3796
O: 3.1945 4.8424 -4.4073
O: 1.3463 4.6266 -3.2665
H: 4.2652 4.1886 -2.4291
H: 2.9539 2.9011 -2.1498
H: 2.7727 4.4516 -1.3820
C: -1.5907 -3.6465 3.5663
N: -1.3295 -3.2291 2.1708
O: -1.3767 -2.0397 1.8734
O: -0.9892 -4.1135 1.3744
H: -0.9659 -3.0077 4.2056
H: -1.4167 -4.6415 3.6359
H: -2.6643 -3.4326 3.7012

Entry from OMol25: a molecular structure, C41H25N11SV in a non-equilibrium geometry (the ωB97M-V functional and the def2-TZVPD basis).

Calculated values
Electronic energy, Eh: -3522.0332
Frontier orbital gap (alpha / beta), Ha: 0.191 / 0.179
Highest occupied orbital energy (alpha / beta), hartree: -0.2212 / -0.2156
Multiplicity: 4
⟨S²⟩: 3.876
Energy relative to the best compared isomer or geometry (same formula, charge and spin), kcal per mole: 0.0

Positions of all 79 atoms, in Å:
V: -0.4904 0.3692 0.2266
C: 0.3952 -6.1081 -0.3293
C: -0.7408 -6.2060 0.4707
C: -1.4026 -5.0607 0.8910
C: -0.8972 -3.8412 0.4811
C: -1.3755 -2.4729 0.7719
N: -2.3981 -2.2037 1.5949
C: -2.7391 -0.9499 1.8395
C: -3.8667 -0.6305 2.7416
C: -4.7210 -1.4510 3.4574
C: -5.6985 -0.8329 4.2252
C: -5.8090 0.5610 4.2597
C: -4.9495 1.3737 3.5339
C: -3.9725 0.7470 2.7784
C: -2.9196 1.2772 1.8882
N: -2.7743 2.5275 1.6311
C: -1.8626 3.0460 0.7549
N: -0.8654 2.4102 0.1156
C: -0.2346 3.3253 -0.7206
N: 0.7777 3.0919 -1.5291
C: 1.4829 1.9973 -1.6584
N: 1.3799 0.7832 -0.9476
C: 2.4083 0.0437 -1.3041
N: 2.6995 -1.1922 -0.6988
C: 0.4768 -2.2335 -0.5416
N: -0.6320 -1.6155 0.1303
C: 0.2311 -3.7306 -0.3187
C: 0.8944 -4.8730 -0.7317
C: 3.2415 0.6776 -2.2974
C: 4.4243 0.3262 -2.9650
C: 4.9524 1.2258 -3.8620
C: 4.3276 2.4697 -4.0960
C: 3.1797 2.8291 -3.4307
C: 2.6319 1.9171 -2.5213
C: -0.8774 4.6028 -0.5733
C: -0.6529 5.8552 -1.1613
C: -1.4651 6.8967 -0.7810
C: -2.4952 6.7196 0.1727
C: -2.7222 5.4930 0.7493
C: -1.8951 4.4292 0.3644
N: -2.1979 0.1998 1.3801
H: 0.9040 -7.0110 -0.6425
H: -1.1057 -7.1812 0.7656
H: -2.2854 -5.0996 1.5153
H: -4.6214 -2.5272 3.4125
H: -6.3880 -1.4327 4.8051
H: -6.5849 1.0127 4.8649
H: -5.0304 2.4523 3.5505
H: 1.7883 -4.8349 -1.3371
H: 4.9209 -0.6189 -2.7928
H: 5.8617 0.9817 -4.3959
H: 4.7679 3.1536 -4.8107
H: 2.7002 3.7849 -3.5948
H: 0.1352 5.9848 -1.8915
H: -1.3183 7.8774 -1.2165
H: -3.1101 7.5672 0.4475
H: -3.5072 5.3437 1.4790
C: 1.1702 -2.2442 -4.3493
N: 1.3356 -2.3703 -2.8991
C: 2.6213 -2.7675 -2.4937
C: 3.2849 -2.2252 -1.4843
N: 1.7229 -1.7362 0.1425
C: 0.3943 -1.8447 -2.0708
S: -0.8633 -0.9646 -2.6495
C: 1.7306 -1.0897 1.4271
C: 2.6717 -1.4999 2.3592
C: 2.7339 -0.8501 3.5786
C: 1.8438 0.1764 3.8567
C: 0.9278 0.5255 2.8820
N: 0.8908 -0.0860 1.6969
H: 1.8695 -2.9309 -4.8220
H: 1.3790 -1.2224 -4.6701
H: 0.1489 -2.4942 -4.6221
H: 3.0692 -3.5466 -3.0978
H: 4.2526 -2.6093 -1.1876
H: 3.3270 -2.3224 2.1108
H: 3.4645 -1.1579 4.3154
H: 1.8492 0.6989 4.8022
H: 0.2008 1.3150 3.0259

Entry from OMol25: 9 unconnected molecules or ions with the total composition C41H26BrCl32F22IO4S in a non-equilibrium geometry (the ωB97M-V functional and the def2-TZVPD basis).

Calculated values
Electronic energy, Eh: -22071.2513
Frontier orbital gap, Ha: 0.273
Highest occupied orbital energy, hartree: -0.3322
Multiplicity: 1
SMILES: CCOCCOc1cc(CCCI)c(Br)c2c1C(=O)c1cc(CCC(F)(F)C(F)(F)S(F)(F)(F)(F)F)c(CCC(F)(F)C(F)(F)C(F)(F)C(F)(F)C(F)(F)C(F)(F)F)cc1C2=O.ClC(Cl)(Cl)Cl.ClC(Cl)(Cl)Cl.ClC(Cl)(Cl)Cl.ClC(Cl)(Cl)Cl.ClC(Cl)(Cl)Cl.ClC(Cl)(Cl)Cl.ClC(Cl)(Cl)Cl.ClC(Cl)(Cl)Cl

Positions of all 128 atoms, in Å:
C: -2.9676 3.6574 5.0163
C: -3.4044 2.7122 3.7858
O: -2.9747 1.3290 3.9531
C: -4.0582 0.5238 3.4138
C: -3.6730 -1.0230 3.2134
O: -2.3650 -1.2438 2.6160
C: -2.4585 -1.7894 1.3075
C: -2.9678 -3.2217 0.9685
C: -2.9808 -3.7321 -0.5184
C: -3.4556 -5.2248 -0.9002
C: -2.9712 -6.3300 0.1837
C: -1.6030 -7.0813 -0.2694
I: -0.4275 -7.4598 1.5655
C: -2.5034 -2.7844 -1.6790
Br: -2.5056 -3.3396 -3.5982
C: -1.9922 -1.3570 -1.3783
C: -1.9854 -0.9099 0.1279
C: -1.3950 0.5706 0.3844
O: -1.8593 1.3812 1.2152
C: -0.1242 0.9406 -0.5338
C: 1.0987 1.6890 0.0283
C: 2.3548 2.0162 -0.8670
C: 3.5619 2.7514 -0.1298
C: 4.9194 1.9101 -0.0362
C: 4.6944 0.3872 0.4870
F: 4.3357 -0.3373 -0.7181
F: 3.5626 0.2554 1.3376
C: 6.0258 -0.3189 1.0186
F: 7.1065 0.2333 0.2483
F: 6.0267 -1.7205 0.6712
S: 6.4478 -0.0691 2.8128
F: 7.4124 -1.4624 2.7325
F: 5.1680 -0.9680 3.3562
F: 5.6462 1.3825 2.9368
F: 7.8397 0.7959 2.3816
F: 6.9246 0.1229 4.4022
C: 2.2973 1.5989 -2.3530
C: 3.5245 1.9350 -3.3402
C: 3.1039 2.9601 -4.5091
C: 4.1177 4.1756 -4.7262
F: 4.1704 4.4042 -6.1517
F: 5.4778 3.8679 -4.3459
C: 3.7101 5.5281 -3.9532
F: 4.5964 6.5529 -4.4380
F: 4.0101 5.4201 -2.5559
C: 2.2245 6.0581 -4.2527
F: 2.3305 7.4726 -4.4842
F: 1.6299 5.5217 -5.4230
C: 1.1850 5.8894 -3.0435
F: 1.4826 6.9094 -2.0896
F: 1.2702 4.6474 -2.3646
C: -0.3626 6.0509 -3.5111
F: -0.5549 7.0986 -4.4406
F: -0.7727 4.7764 -4.0270
C: -1.3495 6.3837 -2.2596
F: -1.2267 5.4523 -1.2126
F: -1.2512 7.7271 -1.8622
F: -2.6730 6.2210 -2.7899
C: 1.0595 0.8320 -2.9546
C: -0.1261 0.4922 -2.0310
C: -1.4366 -0.3285 -2.4943
O: -1.9863 -0.1493 -3.6054
H: -3.9390 4.0351 5.5105
H: -2.4582 4.5969 4.5770
H: -2.2969 3.1178 5.7702
H: -3.0410 3.1694 2.7886
H: -4.5524 2.7051 3.7262
H: -4.4024 0.9271 2.3961
H: -4.8992 0.5465 4.2061
H: -3.6695 -1.5061 4.2651
H: -4.4609 -1.5322 2.5492
H: -3.3277 -3.9120 1.8119
H: -2.9445 -5.5312 -1.8926
H: -4.5887 -5.2784 -1.1081
H: -3.7815 -7.1331 0.2095
H: -2.7634 -5.8994 1.2157
H: -1.8060 -8.1135 -0.7381
H: -0.9703 -6.4528 -0.9804
H: 1.1056 2.0097 1.1242
H: 3.7981 3.6960 -0.7574
H: 3.1946 3.1428 0.8832
H: 5.6217 2.4944 0.6740
H: 5.4961 1.8061 -1.0159
H: 3.7695 0.9334 -3.8652
H: 4.4671 2.2275 -2.7733
H: 3.0610 2.3846 -5.5100
H: 2.0132 3.2942 -4.3216
H: 1.0338 0.4920 -4.0555
C: 3.8264 -5.0758 0.9741
Cl: 4.2135 -6.0311 -0.4747
Cl: 2.1393 -4.5254 0.8861
Cl: 4.0325 -6.1139 2.4131
Cl: 4.9043 -3.6558 1.0247
C: -6.2150 6.6817 -2.2994
Cl: -5.8236 5.6591 -3.6980
Cl: -7.9230 7.1636 -2.3787
Cl: -5.9281 5.7714 -0.8010
Cl: -5.1809 8.1300 -2.3174
C: 4.2124 -4.7080 6.3730
Cl: 2.6990 -4.4222 7.2591
Cl: 4.6547 -3.2512 5.4757
Cl: 5.5058 -5.1097 7.5237
Cl: 3.9892 -6.0545 5.2401
C: -5.3541 -8.2912 2.8418
Cl: -3.7573 -9.0505 3.0289
Cl: -6.1217 -8.8871 1.3539
Cl: -6.3712 -8.7025 4.2390
Cl: -5.1698 -6.5260 2.7477
C: -4.3305 -8.7033 8.0124
Cl: -5.4891 -9.8554 8.7108
Cl: -2.7649 -8.8642 8.8374
Cl: -4.1270 -9.0447 6.2812
Cl: -4.9424 -7.0482 8.2209
C: 7.9325 5.1198 -6.7775
Cl: 8.3130 3.3941 -6.5821
Cl: 7.2541 5.3963 -8.3964
Cl: 6.7479 5.6070 -5.5487
Cl: 9.4172 6.0782 -6.5859
C: -7.8236 10.5670 -5.2777
Cl: -9.5091 10.0376 -5.0849
Cl: -7.2328 10.0886 -6.8836
Cl: -7.7361 12.3348 -5.1169
Cl: -6.8177 9.8068 -4.0260
C: -1.9572 -12.7839 3.1598
Cl: -3.7244 -12.9437 3.2548
Cl: -1.5439 -11.3263 2.2320
Cl: -1.2857 -12.6518 4.7992
Cl: -1.2755 -14.2126 2.3535

Entry from OMol25: a molecular structure, C41H29AsBr2IN3O3W (the ωB97M-V functional and the def2-TZVPD basis).

Calculated values
Electronic energy, Eh: -9717.9332
Frontier orbital gap, Ha: 0.203
Highest occupied orbital energy, hartree: -0.4874
Multiplicity: 1
Energy relative to the best compared isomer or geometry (same formula, charge and spin), kcal per mole: 0.0
Charge: +2

Positions of all 81 atoms, in Å:
W: 0.3349 0.9977 0.7523
C: 0.0730 -0.7321 5.0143
C: -1.1317 0.0775 4.6600
N: -2.1594 0.1070 5.4805
C: -3.2464 0.8358 5.1840
C: -3.3728 1.6223 4.0615
C: -4.6050 2.4465 3.8271
O: -5.0045 2.2830 2.4682
C: -2.2933 1.6052 3.1561
C: -2.2564 2.4110 1.9768
N: -1.3323 2.3036 1.0819
C: -1.1903 3.0769 -0.0904
C: -1.8136 4.2458 -0.4930
C: -1.3447 4.7821 -1.6800
C: -0.2874 4.1825 -2.3760
C: 0.3169 3.0194 -1.9323
C: -0.1565 2.4244 -0.7567
I: 2.4903 2.3324 1.2504
C: -1.1837 0.8062 3.4490
O: -0.1697 0.6994 2.5954
H: -0.1101 -1.2464 5.9532
H: 0.9512 -0.0927 5.1209
H: 0.3003 -1.4608 4.2351
H: -4.0521 0.7816 5.9068
H: -4.3989 3.5022 4.0416
H: -5.3858 2.1157 4.5141
H: -5.8831 2.6606 2.3541
H: -3.0311 3.1554 1.8224
H: -2.5956 4.7283 0.0766
H: -1.7786 5.6936 -2.0684
H: 0.0774 4.6618 -3.2750
H: 1.1640 2.6352 -2.4752
Br: 1.7262 -3.4994 2.6335
C: 0.0776 -2.9945 1.9048
C: -1.0288 -3.8748 1.9900
C: -2.2197 -3.5868 1.3882
Br: -3.6517 -4.7947 1.5138
C: -2.3785 -2.3725 0.6595
C: -3.5084 -1.9853 -0.0822
C: -3.5062 -0.7885 -0.7637
C: -2.3981 0.0529 -0.6802
N: -1.3146 -0.2826 0.0089
C: -1.2840 -1.4959 0.6349
C: -0.0518 -1.8058 1.2460
O: 0.9104 -0.8927 1.0418
H: -0.9031 -4.7992 2.5370
H: -4.3693 -2.6398 -0.1160
H: -4.3575 -0.4779 -1.3513
H: -2.3866 1.0173 -1.1728
C: -0.4766 -4.1942 -2.3229
C: 0.6843 -4.1915 -1.5628
C: 1.3379 -2.9971 -1.2935
C: 0.8208 -1.8039 -1.7836
C: -0.3280 -1.8080 -2.5687
C: -0.9782 -3.0033 -2.8343
As: 1.6764 -0.1274 -1.3639
C: 2.2774 0.5441 -3.0655
C: 1.5484 0.8751 -4.1999
C: 2.2196 1.2234 -5.3600
C: 3.6098 1.2310 -5.3843
C: 4.3397 0.8723 -4.2632
C: 3.6795 0.5124 -3.0926
C: 4.3423 0.0163 -1.8637
C: 5.7164 -0.0508 -1.6637
C: 6.2141 -0.5744 -0.4799
C: 5.3572 -1.0338 0.5128
C: 3.9837 -0.9661 0.3351
C: 3.4898 -0.4422 -0.8500
H: -0.9803 -5.1277 -2.5360
H: 1.0889 -5.1211 -1.1846
H: 2.2448 -3.0030 -0.7000
H: -0.7216 -0.8867 -2.9862
H: -1.8662 -3.0084 -3.4528
H: 0.4651 0.8766 -4.1900
H: 1.6629 1.4843 -6.2496
H: 4.1274 1.5009 -6.2947
H: 5.4196 0.8529 -4.3139
H: 6.4027 0.2973 -2.4234
H: 7.2838 -0.6284 -0.3292
H: 5.7641 -1.4443 1.4271
H: 3.3129 -1.3151 1.1105